1.
{
  "formula": "C20H33F6N4O9PbS2",
  "method": "the ωB97M-V functional and the def2-TZVPD basis",
  "species": ["Pb", "C", "O", "C", "C", "O", "C", "C", "O", "C", "H", "H", "H", "H", "H", "H", "H", "H", "H", "H", "H", "H", "H", "H", "O", "C", "C", "C", "C", "C", "C", "N", "H", "H", "H", "H", "H", "H", "H", "F", "C", "F", "F", "S", "O", "O", "N", "S", "O", "O", "C", "F", "F", "F", "C", "N", "C", "C", "C", "N", "C", "C", "O", "H", "H", "H", "H", "H", "H", "H", "H", "H", "H", "H", "H"],
  "coordinates": [[0.22454, 0.72814, -0.20066], [-2.15793, -0.02986, 2.31086], [-1.23999, 1.02096, 1.98937], [-1.87327, 2.30383, 2.03796], [-0.81106, 3.33563, 1.79030], [-0.19186, 3.13740, 0.49792], [-0.34228, 4.21817, -0.44785], [-1.34003, 3.90329, -1.52875], [-0.76190, 2.87440, -2.37445], [-1.39306, 2.67574, -3.54663], [-2.44422, 0.03209, 3.36178], [-1.64766, -0.97209, 2.12557], [-3.04882, 0.03149, 1.68367], [-2.31083, 2.46523, 3.02743], [-2.66777, 2.34676, 1.28738], [-0.02811, 3.24800, 2.54538], [-1.23213, 4.33763, 1.85781], [0.64104, 4.41240, -0.87590], [-0.66482, 5.11719, 0.07723], [-1.50217, 4.79192, -2.13984], [-2.28363, 3.54198, -1.11888], [-2.19928, 3.35939, -3.80134], [-2.04344, 1.35624, -3.46098], [-0.74150, 2.33923, -4.35082], [1.81056, 1.01350, -2.14382], [3.22140, 0.96717, -1.92010], [3.50518, 1.43989, -0.51912], [4.79461, 1.80473, -0.15765], [5.03570, 2.24456, 1.13039], [3.97739, 2.32189, 2.02951], [2.72607, 1.94734, 1.59657], [2.48851, 1.50802, 0.34829], [1.58645, 0.63644, -3.00887], [3.73270, 1.61729, -2.63167], [3.59866, -0.05029, -2.05498], [5.59295, 1.75613, -0.88658], [6.03323, 2.53804, 1.42911], [4.12116, 2.67734, 3.03981], [1.86890, 2.00578, 2.25727], [-2.29169, -1.70939, -5.42740], [-1.58089, -2.19248, -4.43820], [-0.52016, -2.83763, -4.88052], [-2.30976, -2.97159, -3.66567], [-0.93160, -0.76952, -3.41450], [-0.52544, -1.28475, -2.13146], [0.04187, -0.06974, -4.19251], [-2.22000, 0.22953, -3.23795], [-3.19811, 0.08086, -1.89420], [-3.40243, -1.28993, -1.58562], [-2.72251, 0.99814, -0.89244], [-4.75966, 0.80450, -2.60039], [-5.18514, 0.04317, -3.57679], [-5.63529, 0.86760, -1.62322], [-4.47885, 2.02535, -3.04841], [1.61377, -1.69956, 3.87913], [1.19308, -2.84872, 3.08007], [1.27976, -4.16161, 3.74554], [0.26974, -5.11468, 3.15537], [0.48431, -5.18586, 1.66222], [0.56123, -3.85989, 1.07049], [0.35645, -3.71783, -0.34715], [0.86313, -2.66384, 1.79904], [0.81850, -1.58693, 1.20904], [0.95873, -1.61492, 4.74644], [1.56515, -0.79791, 3.28080], [2.63359, -1.86798, 4.22794], [1.10133, -3.99318, 4.80538], [2.30309, -4.53437, 3.63529], [-0.74732, -4.78514, 3.37620], [0.39471, -6.10725, 3.58533], [-0.29917, -5.73140, 1.13267], [1.43689, -5.68178, 1.41015], [0.24382, -4.69844, -0.79812], [1.19328, -3.16798, -0.78206], [-0.53766, -3.10782, -0.51919]],
  "mulliken_charge": [2.212, -0.629, -0.287, -0.382, -0.845, -0.111, -0.869, -0.408, -0.094, -0.736, 0.315, 0.032, 0.306, 0.529, 0.133, 0.272, 0.553, 0.351, 0.441, 0.646, 0.167, 0.501, 0.071, 0.379, -0.287, -0.782, 0.521, -0.907, -0.337, -1.108, -0.277, 0.287, 0.190, 0.514, 0.450, 0.536, 0.459, 0.489, 0.485, -0.165, 0.444, -0.163, -0.157, 1.174, -0.466, -0.779, -0.292, 0.849, -0.622, -0.414, 0.593, -0.168, -0.157, -0.181, -0.871, 0.186, -0.576, -0.728, -0.458, 0.372, -0.910, 0.293, -0.793, 0.386, 0.103, 0.382, 0.394, 0.319, 0.329, 0.383, 0.490, 0.351, 0.456, 0.320, 0.294],
  "de_lowest_kcal_mol": 0.0,
  "charge": 3,
  "e_homo_ev": [-17.5, -16.5],
  "lumo_ev": [-8.741, -11.943],
  "spin_multiplicity": 1,
  "e_tot_ha": -3265.46317
}

2.
{
  "formula": "C20H33F9NO9",
  "method": "the ωB97M-V functional and the def2-TZVPD basis",
  "species": ["C", "C", "O", "C", "N", "C", "C", "C", "O", "C", "C", "O", "H", "H", "H", "H", "H", "H", "H", "H", "H", "H", "H", "H", "H", "H", "H", "H", "H", "H", "C", "C", "O", "C", "O", "C", "F", "F", "F", "H", "H", "H", "H", "H", "C", "C", "O", "C", "O", "C", "F", "F", "F", "H", "H", "H", "H", "H", "C", "C", "O", "C", "O", "C", "F", "F", "F", "H", "H", "H", "H", "H"],
  "coordinates": [[3.85483, -0.30732, -2.46245], [2.78291, -0.18428, -1.39060], [1.53847, -0.76795, -1.76941], [0.90744, -0.12603, -2.79385], [-0.49053, 0.20251, -2.33071], [-1.12578, 1.30685, -3.13199], [-1.14605, 2.66227, -2.42595], [0.09175, 3.00255, -1.58195], [0.69792, 4.17176, -2.13005], [2.05550, 4.20983, -1.92394], [2.92164, 3.80126, -3.08095], [2.50742, 4.56650, -0.93156], [4.71585, 0.28780, -2.18823], [3.51075, 0.06926, -3.42218], [4.10861, -1.35022, -2.59629], [3.13815, -0.65506, -0.48962], [2.68739, 0.87567, -1.14459], [1.38628, 0.81430, -3.04856], [0.86796, -0.71815, -3.70452], [-1.03806, -0.64091, -2.51711], [-0.53608, 0.34323, -1.31669], [-0.69690, 1.33316, -4.12166], [-2.15710, 1.01664, -3.28325], [-1.20398, 3.41627, -3.19956], [-2.04879, 2.78293, -1.84742], [0.83223, 2.20612, -1.53083], [-0.24640, 3.24115, -0.58028], [3.08481, 4.64361, -3.73850], [3.88519, 3.51808, -2.68157], [2.48152, 2.98775, -3.65115], [1.20947, -2.34870, 1.24234], [-0.24698, -2.56484, 0.89966], [-1.09633, -2.29487, 2.02496], [-1.39299, -1.01766, 2.20633], [-1.02637, -0.10564, 1.51442], [-2.33035, -0.85962, 3.41196], [-1.92680, -1.60244, 4.44995], [-3.57451, -1.24856, 3.08972], [-2.38300, 0.41479, 3.80799], [1.51067, -2.93637, 2.10928], [1.83448, -2.62465, 0.39332], [1.39540, -1.30217, 1.48877], [-0.41618, -3.60537, 0.62958], [-0.54664, -1.95590, 0.04945], [-2.25074, -7.78036, -3.28802], [-2.62543, -6.67666, -2.32339], [-1.67377, -5.58813, -2.38548], [-1.85238, -4.70892, -3.35638], [-2.71221, -4.71413, -4.18430], [-0.78859, -3.60680, -3.24457], [0.43071, -4.09556, -3.00514], [-1.08248, -2.74877, -2.23065], [-0.71350, -2.86887, -4.36082], [-1.22991, -8.11715, -3.10525], [-2.92653, -8.62647, -3.17541], [-2.29975, -7.43412, -4.32038], [-2.59120, -7.04303, -1.29993], [-3.63340, -6.30712, -2.50512], [-0.59919, 3.47462, 4.23955], [-0.30712, 2.84280, 5.58408], [0.38956, 3.75821, 6.44423], [-0.36767, 4.63900, 7.09490], [-1.55633, 4.73251, 7.02403], [0.51500, 5.50786, 8.00342], [1.62736, 5.91014, 7.36692], [0.89010, 4.81136, 9.09024], [-0.14253, 6.59249, 8.41213], [0.31958, 3.84835, 3.78486], [-1.05564, 2.74725, 3.56822], [-1.27682, 4.32187, 4.34369], [0.35324, 1.98597, 5.46124], [-1.21717, 2.48612, 6.06497]],
  "mulliken_charge": [-1.331, -0.048, -0.194, -0.816, 0.364, -0.596, -0.881, 0.558, -0.372, 0.583, -0.797, -0.452, 0.427, 0.340, 0.351, 0.399, 0.124, 0.482, 0.243, 0.303, 0.130, 0.431, 0.395, 0.397, 0.406, -0.546, 0.297, 0.337, 0.313, 0.201, -1.198, 0.350, -0.356, 0.328, -0.543, 0.878, -0.249, -0.261, -0.214, 0.403, 0.338, 0.279, 0.410, -0.143, -1.109, -0.237, -0.258, -0.011, -0.499, 1.281, -0.260, -0.340, -0.305, 0.311, 0.380, 0.320, 0.323, 0.331, -1.022, -0.214, -0.326, 0.344, -0.501, 0.873, -0.243, -0.248, -0.232, 0.320, 0.263, 0.336, 0.308, 0.342],
  "charge": 1,
  "e_homo_ev": -12.7,
  "lumo_ev": -2.663,
  "spin_multiplicity": 1,
  "e_tot_ha": -2412.37477
}

3.
{
  "formula": "C20H33MoN2O9P4",
  "method": "the ωB97M-V functional and the def2-TZVPD basis",
  "species": ["Mo", "C", "P", "C", "N", "C", "C", "C", "C", "C", "C", "N", "C", "P", "C", "C", "C", "C", "C", "C", "C", "C", "C", "H", "H", "H", "H", "H", "H", "H", "H", "H", "H", "H", "H", "H", "H", "H", "H", "H", "H", "H", "H", "H", "H", "H", "H", "H", "H", "H", "H", "O", "P", "O", "O", "O", "P", "O", "O", "O", "H", "H", "C", "O", "C", "O", "H", "H", "H"],
  "coordinates": [[-0.18238, -1.12697, -0.56268], [-3.54094, 0.57894, -0.46345], [-2.69486, -0.87549, -1.12623], [-1.96499, -0.45200, -2.70850], [-2.52379, -0.14856, -3.85688], [-1.67983, 0.27655, -4.80692], [-2.18581, 0.65419, -6.07187], [-1.34470, 1.16166, -7.01429], [0.04742, 1.32713, -6.74515], [0.58163, 0.96040, -5.55144], [-0.24804, 0.40506, -4.54180], [0.27495, 0.01394, -3.37540], [-0.57802, -0.43631, -2.45931], [2.17368, -1.53382, -1.64317], [3.24150, -0.10306, -1.50827], [2.56270, -2.55446, -3.13691], [1.35248, -3.42448, -3.48610], [2.95156, -1.63129, -4.29657], [3.77594, -3.43787, -2.78637], [-3.86300, -2.30150, -1.20760], [-4.22535, -2.76860, 0.20320], [-5.11433, -1.74805, -1.92513], [-3.24055, -3.41319, -2.05149], [-4.36973, 0.83023, -1.12819], [-2.87282, 1.43839, -0.42086], [-3.94152, 0.35722, 0.52515], [-3.24707, 0.54137, -6.24723], [-1.72696, 1.45981, -7.98137], [0.67521, 1.75801, -7.51351], [1.63305, 1.09587, -5.33726], [4.28022, -0.38840, -1.68445], [3.14701, 0.35921, -0.52580], [2.92649, 0.61254, -2.26958], [0.49548, -2.82157, -3.79472], [1.05824, -4.06403, -2.65330], [1.62066, -4.07229, -4.32085], [2.18645, -0.89462, -4.51278], [3.08147, -2.25812, -5.17928], [3.90047, -1.12776, -4.11202], [3.52871, -4.22266, -2.07598], [4.62096, -2.86053, -2.40910], [4.09578, -3.91097, -3.71546], [-4.67954, -1.97403, 0.79633], [-3.36693, -3.16565, 0.74560], [-4.97076, -3.55999, 0.11388], [-5.66414, -1.04079, -1.30509], [-5.77846, -2.59301, -2.11400], [-4.87879, -1.28950, -2.88743], [-2.31637, -3.80448, -1.62482], [-3.05041, -3.08446, -3.07470], [-3.95211, -4.23804, -2.10290], [3.22621, -2.38413, 2.07512], [2.11697, -2.47042, 1.03317], [1.22067, -1.26486, 1.01792], [2.71630, -2.57166, -0.41460], [1.23732, -3.74995, 1.31098], [-0.33713, -3.67947, 0.83585], [-0.73351, -5.14167, 0.57693], [-1.13694, -2.75439, 1.64265], [-0.14996, -3.04901, -0.60477], [3.58730, -3.14276, 2.55405], [-0.94676, -5.75031, 1.29757], [-1.65634, 0.69736, 2.54627], [-0.76380, 1.28422, 1.52483], [-0.38087, 0.61068, 0.54187], [0.46573, 0.86193, -0.31626], [-1.14496, 0.85788, 3.48928], [-1.79679, -0.36264, 2.34522], [-2.57880, 1.26645, 2.51235]],
  "mulliken_charge": [-1.600, -1.646, 1.934, -0.080, -0.441, 0.324, -0.505, -0.561, -0.708, -0.720, 0.407, 0.248, 1.556, 2.254, -1.636, 1.667, -1.595, -1.695, -1.762, 1.654, -1.570, -1.638, -1.556, 0.528, 0.523, 0.342, 0.524, 0.451, 0.461, 0.578, 0.486, 0.477, 0.347, 0.289, 0.266, 0.596, 0.173, 0.580, 0.397, 0.382, 0.378, 0.542, 0.401, 0.179, 0.523, 0.413, 0.509, 0.367, 0.114, 0.383, 0.564, -0.427, 0.038, -0.542, -0.113, -0.368, 0.230, -0.488, -0.403, -0.112, 0.387, 0.406, -0.513, -0.279, 0.589, -0.358, 0.321, 0.212, 0.318],
  "de_lowest_kcal_mol": 0.0,
  "charge": 3,
  "e_homo_ev": -17.4,
  "lumo_ev": -11.794,
  "spin_multiplicity": 1,
  "e_tot_ha": -3001.48321
}